ORCA calculation (ωB97M-V/def2-TZVPD) on 2 unconnected molecules or ions with the total composition C16H24Cl3N5P.

The value obtained for the largest force on an atom is 6.5 eV/A. The value obtained for the electronic energy is -71282.8433 eV. The calculation puts the gap between HOMO and LUMO at 5.15 eV. As for the HOMO energy: -4.2 eV.

Structure (ORCA input):
```
! RIJCOSX wB97M-V def2-TZVPD def2/J DEFGRID3
* xyz -1 1
C -2.541 2.001 -1.810
H 1.243 -3.300 -0.489
H -3.955 0.827 -0.771
C 1.142 0.226 -5.167
N -3.086 0.708 -1.307
H 2.808 -2.264 5.491
C -0.210 -0.271 -4.403
C 1.571 0.368 5.120
H 3.117 1.266 -4.694
C 1.843 -2.704 5.947
H -2.773 2.997 -3.664
C 0.810 -2.272 -0.790
N -2.839 3.104 -0.829
H 1.142 1.446 5.094
H -0.709 1.633 2.863
H 2.842 -0.349 -3.776
N 0.593 -1.621 1.695
H 0.890 1.220 -5.713
H 1.480 -0.496 -5.995
H -2.032 3.264 -0.200
C 2.338 0.612 -4.135
C 0.152 -0.543 2.530
H -3.652 2.874 -0.240
H -3.183 0.004 -2.050
Cl -1.073 -1.643 -5.331
C -0.392 0.853 2.083
C -0.958 1.896 -2.141
H -0.310 -3.119 5.186
C 0.402 -1.209 0.323
C 0.678 -2.631 4.821
H 2.550 0.324 4.530
H -4.197 2.669 -2.777
C 0.020 -0.607 -2.860
C 0.640 -1.971 -2.323
Cl 2.342 -1.065 8.340
H 1.493 -2.092 6.864
H -0.678 2.220 -3.199
P 0.225 -0.820 4.430
H 2.009 -3.823 6.184
N -3.286 2.307 -3.096
C -0.165 0.137 -0.194
C -0.362 0.438 -1.743
Cl 1.201 -3.287 -3.462
N -0.546 1.196 0.710
H 1.018 -3.177 3.875
H 1.970 1.264 -3.258
H -0.943 0.622 -4.486
H -0.405 2.630 -1.430
H 1.779 0.160 6.245
*
```

---

ORCA calculation (ωB97M-V/def2-TZVPD) on a single C6H12N2 molecule.

The value obtained for the largest force on an atom is 7.1 eV/A. The value obtained for the electronic energy is -9393.8549 eV. The value obtained for the energy above the lowest of the compared OMol25 structures with the same formula, charge and spin is 2.9948 eV. The calculation puts the gap between HOMO and LUMO at 9.42 eV. The SMILES is C=N/C(C)=C(\N)CC. As for the HOMO energy: -8.3 eV.

Structure (ORCA input):
```
! RIJCOSX wB97M-V def2-TZVPD def2/J DEFGRID3
* xyz 0 1
H 1.666 0.179 -1.714
C -0.530 -0.677 0.403
H -3.859 -0.240 -0.779
H 0.474 -2.451 1.031
H 2.070 -0.622 0.646
H 0.577 -2.111 -0.718
C 1.651 0.364 0.442
H 1.556 1.847 -1.129
C 2.008 0.868 -0.936
C -0.098 0.509 0.676
H -1.568 1.843 0.701
H 2.027 1.020 1.231
N -2.235 -0.647 0.444
H 3.092 0.993 -1.039
C -2.762 -0.253 -0.644
C -0.068 -2.064 0.164
N -0.574 1.761 0.900
H -0.927 -2.715 -0.016
H -0.311 2.156 1.796
H -2.188 0.242 -1.461
*
```

---

ORCA calculation (ωB97M-V/def2-TZVPD) on a single C4H8 molecule.

The value obtained for the largest force on an atom is 0.7 eV/A. The value obtained for the electronic energy is -4277.1589 eV. The value obtained for the energy above the lowest of the compared OMol25 structures with the same formula, charge and spin is 0.0343 eV. The calculation puts the gap between HOMO and LUMO at 10.45 eV. The SMILES is C=C(C)C. As for the HOMO energy: -9.3 eV.

Structure (ORCA input):
```
! RIJCOSX wB97M-V def2-TZVPD def2/J DEFGRID3
* xyz 0 1
H 1.305 -0.437 -1.835
H -1.512 -0.401 1.265
H 0.036 -0.117 2.002
H 1.112 -1.931 -0.782
H 0.441 1.671 -1.216
C -0.225 1.265 -0.459
C -0.451 -0.629 1.177
C 0.108 -0.163 -0.127
H -0.123 1.902 0.418
C 0.873 -0.876 -0.937
H -0.328 -1.697 1.355
H -1.236 1.412 -0.860
*
```

---

ORCA calculation (ωB97M-V/def2-TZVPD) on a single C6H10O molecule.

The value obtained for the largest force on an atom is 1.7 eV/A. The value obtained for the electronic energy is -8430.6604 eV. The value obtained for the energy above the lowest of the compared OMol25 structures with the same formula, charge and spin is 0.5800 eV. The calculation puts the gap between HOMO and LUMO at 10.15 eV. The SMILES is O[C@@H]1C=CCCC1. As for the HOMO energy: -9.2 eV.

Structure (ORCA input):
```
! RIJCOSX wB97M-V def2-TZVPD def2/J DEFGRID3
* xyz 0 1
H -1.752 1.867 0.362
C 0.332 1.171 0.685
H 0.629 2.196 0.425
H -2.129 0.524 -1.353
C 1.256 0.194 -0.057
O 0.429 1.067 2.094
H -0.026 0.242 2.309
C -1.068 1.038 0.194
H 2.227 0.204 0.446
H -0.424 -1.173 -1.996
C -0.653 -1.171 -0.925
C 0.643 -1.204 -0.098
H 1.342 -1.932 -0.525
C -1.442 0.081 -0.651
H 0.447 -1.543 0.931
H -1.225 -2.097 -0.749
H 1.413 0.535 -1.092
*
```

---

ORCA calculation (ωB97M-V/def2-TZVPD) on 3 unconnected molecules or ions with the total composition C35H21N2O6S.

The value obtained for the largest force on an atom is 5.8 eV/A. The value obtained for the electronic energy is -62724.7361 eV. The calculation puts the gap between HOMO and LUMO at 5.56 eV. As for the HOMO energy: -11.4 eV.

Structure (ORCA input):
```
! RIJCOSX wB97M-V def2-TZVPD def2/J DEFGRID3
* xyz 1 1
C 1.420 3.427 2.225
H -3.987 -5.485 -7.467
O 3.637 7.607 2.734
C 2.535 5.558 2.420
C 1.154 -2.872 0.817
C -0.076 -3.101 -2.245
H 1.323 4.780 7.134
C -4.489 -4.950 -6.667
C 3.357 7.651 5.515
C 1.893 5.583 6.676
H 2.489 4.507 -0.810
H -6.310 -3.039 -3.832
C 0.977 -1.322 0.425
S 3.856 -0.369 2.489
C 1.584 4.489 4.466
C -1.546 -4.196 -4.346
H 3.564 8.417 7.512
C -5.859 -4.722 -6.745
O 3.752 -2.917 0.253
C 2.314 4.502 0.262
H 1.322 2.592 0.250
H -2.594 -1.204 0.684
N 2.125 -0.426 0.115
C -3.767 -4.488 -5.567
H -0.022 -4.821 1.496
C -2.190 -3.455 -3.357
C 1.655 3.429 0.857
H 2.246 6.587 8.542
H 0.902 2.588 2.679
H -0.639 0.323 0.088
C -6.513 -4.042 -5.720
C 3.046 6.675 3.250
O -4.222 -2.636 -2.512
C 2.833 6.636 4.714
C -1.451 -2.903 -2.311
O -1.753 -5.412 -6.342
C 2.754 5.566 1.041
C 2.685 -0.217 1.302
C 2.413 6.599 7.470
C -4.418 -3.786 -4.552
H -7.583 -3.872 -5.778
C -0.099 -3.731 1.178
C 0.564 -3.859 -3.225
C -0.484 -0.766 0.381
C 1.855 4.494 3.010
H 1.636 -4.021 -3.172
O 2.800 -4.681 1.352
C 2.607 -3.546 0.845
H 0.337 -4.992 -5.035
H 3.931 8.458 5.070
H 4.281 -3.631 -0.170
H -1.945 -2.315 -1.547
H -2.414 -3.585 1.404
C 2.110 5.594 5.297
H -6.418 -5.076 -7.605
O 0.941 3.584 4.971
N -1.631 -1.597 0.717
C -0.168 -4.406 -4.273
C 3.151 7.629 6.890
C -1.472 -2.991 1.116
H 0.493 -2.666 -1.429
C -2.313 -4.752 -5.484
C -5.795 -3.573 -4.625
H 3.272 6.398 0.574
C -3.655 -3.248 -3.404
*
```

---

ORCA calculation (ωB97M-V/def2-TZVPD) on 2 unconnected molecules or ions with the total composition CH3FN2.

The value obtained for the largest force on an atom is 4.7 eV/A. The value obtained for the electronic energy is -6782.6682 eV. The value obtained for the energy above the lowest of the compared OMol25 structures with the same formula, charge and spin is 0.2250 eV. The calculation puts the gap between HOMO and LUMO at 11.22 eV. The SMILES is N#CN.F. As for the HOMO energy: -11.1 eV.

Structure (ORCA input):
```
! RIJCOSX wB97M-V def2-TZVPD def2/J DEFGRID3
* xyz 0 1
F -0.454 1.795 1.666
N 1.121 -0.385 0.979
H 0.086 1.023 1.409
C 0.515 -0.465 0.012
N -0.274 -0.458 -1.024
H -1.093 -1.109 -0.981
H 0.099 -0.401 -2.062
*
```